Density functional theory data (ωB97M-V/def2-TZVPD) for the ion C7H11FN3O2 with charge +1 in a non-equilibrium geometry.

```
! wB97M-V def2-TZVPD RIJCOSX def2/J DEFGRID3
* xyz 1 1
C 2.28 1.68 1.09
C 2.55 0.63 -0.18
C 2.07 -0.91 0.15
F 2.51 -1.18 1.56
N 0.58 -1.16 0.00
C -0.18 -2.47 -0.26
N -1.71 -2.28 -0.34
C -1.92 -0.80 -0.13
C -3.26 0.14 -0.10
O -3.22 0.95 -1.36
N -2.77 2.17 -0.98
O -1.74 2.41 -1.62
C -0.46 -0.07 0.08
H 3.31 1.80 1.66
H 1.41 1.26 1.79
H 1.94 2.70 0.60
H 3.73 0.58 -0.33
H 2.05 1.10 -1.14
H 2.67 -1.61 -0.61
H 0.41 -3.50 -0.40
H -2.46 -2.98 -0.53
H -4.27 -0.44 -0.01
H -3.14 0.88 0.83
H -0.40 1.09 0.23
*
```

Frontier orbital gap in eV: 8.583

=====

Density functional theory data (ωB97M-V/def2-TZVPD) for a structure of composition C35H38Cl5GaN3OSi in a non-equilibrium geometry.

```
! wB97M-V def2-TZVPD RIJCOSX def2/J DEFGRID3
* xyz 1 1
Ga -0.21 0.75 2.14
Cl 0.38 2.63 4.33
C -0.26 1.20 5.00
C -0.54 0.19 4.08
C -1.04 -1.00 4.58
Cl -1.36 -2.25 3.45
C -1.29 -1.19 5.94
Cl -1.93 -2.67 6.51
C -1.01 -0.15 6.83
Cl -1.31 -0.35 8.50
C -0.47 1.05 6.36
Cl -0.10 2.32 7.45
C 0.01 2.48 1.13
Si 0.74 1.91 -0.54
C 1.64 0.23 -0.13
N 1.50 -0.19 1.27
C 1.51 -1.67 1.41
C 2.44 -2.17 2.50
C 3.87 -1.73 2.19
C 3.94 -0.20 2.03
C 2.55 0.43 2.12
C 2.10 3.08 -1.17
C 3.40 3.03 -0.68
C 4.37 3.89 -1.16
C 4.05 4.82 -2.14
C 2.75 4.89 -2.62
C 1.79 4.02 -2.14
C -0.68 1.69 -1.79
C -2.00 1.97 -1.45
C -3.03 1.88 -2.38
C -2.74 1.53 -3.69
C -1.43 1.28 -4.05
C -0.41 1.36 -3.12
H -0.91 3.06 1.00
H 0.72 3.14 1.63
H 2.70 0.29 -0.40
H 1.22 -0.54 -0.78
H 1.83 -2.13 0.47
H 0.49 -2.00 1.63
H 2.39 -3.26 2.54
H 2.13 -1.80 3.48
H 4.20 -2.21 1.27
H 4.54 -2.06 2.99
H 4.42 0.06 1.09
H 4.54 0.24 2.82
H 2.59 1.49 1.86
H 2.21 0.37 3.16
H 3.67 2.32 0.08
H 5.38 3.84 -0.77
H 4.81 5.50 -2.51
H 2.50 5.62 -3.38
H 0.78 4.08 -2.52
H -2.26 2.26 -0.45
H -4.04 2.10 -2.09
H -3.53 1.48 -4.42
H -1.20 1.02 -5.08
H 0.61 1.18 -3.42
C -2.69 -4.56 -3.77
C -2.29 -3.14 -4.16
N -1.92 -2.33 -2.99
C -0.52 -2.06 -2.79
C 0.21 -3.20 -2.07
C -2.95 -1.96 -2.20
O -4.09 -2.23 -2.53
C -2.79 -1.18 -0.91
C -3.99 -0.62 -0.47
C -4.04 0.08 0.72
C -2.87 0.25 1.43
N -1.71 -0.26 1.02
C -1.68 -0.99 -0.10
H -2.98 -5.11 -4.65
H -3.53 -4.53 -3.08
H -1.86 -5.08 -3.29
H -3.15 -2.65 -4.64
H -1.46 -3.14 -4.86
H -0.42 -1.11 -2.25
H -0.06 -1.90 -3.77
H -0.26 -3.43 -1.12
H 1.25 -2.94 -1.91
H 0.19 -4.10 -2.68
H -4.87 -0.78 -1.07
H -4.97 0.49 1.09
H -2.84 0.81 2.37
H -0.72 -1.44 -0.30
*
```

Frontier orbital gap in eV: 8.760

=====

Density functional theory data (ωB97M-V/def2-TZVPD) for a cluster of 2 separate species, C3H4F2IN in total in a non-equilibrium geometry.

```
! wB97M-V def2-TZVPD RIJCOSX def2/J DEFGRID3
* xyz 0 1
C 0.20 0.05 -0.07
C -0.76 -1.10 -0.18
C 1.11 0.20 -1.14
N 0.18 0.79 0.98
F 1.30 -0.70 -2.08
F 2.09 1.09 -1.14
I -1.94 2.23 3.23
H -1.52 -0.98 0.59
H -1.22 -1.12 -1.17
H -0.24 -2.04 -0.02
H 0.81 1.59 1.00
*
```

Frontier orbital gap (spin up / spin down) in eV: 9.040 / 6.121

=====

Density functional theory data (ωB97M-V/def2-TZVPD) for the ion C6H12NO2S with charge +1 in a non-equilibrium geometry.

```
! wB97M-V def2-TZVPD RIJCOSX def2/J DEFGRID3
* xyz 1 1
C -0.27 -2.62 -1.52
S -1.03 -2.05 0.00
O -2.39 -1.72 -0.17
O -0.55 -2.77 1.12
N -0.25 -0.40 0.20
C 0.64 -0.24 1.11
C 1.23 1.05 1.47
C 0.53 2.24 0.82
C 0.13 1.88 -0.61
C -0.81 0.67 -0.58
H -0.69 -3.60 -1.73
H -0.52 -1.94 -2.33
H 0.80 -2.70 -1.37
H 0.94 -1.14 1.64
H 1.24 1.14 2.57
H 2.29 1.01 1.19
H -0.35 2.51 1.39
H 1.20 3.11 0.81
H -0.38 2.71 -1.08
H 1.02 1.64 -1.20
H -1.77 0.93 -0.14
H -1.00 0.29 -1.58
*
```

Frontier orbital gap in eV: 11.542

=====

ΔE to the lowest compared entry with this formula, charge and spin (computed, kJ/mol): 828.9 16.0 191.6 34.3
E_tot (computed, Eh): -687.336737 -6111.139955 -668.807364 -838.972653